No. 1
Computed, not measured: a molecular structure, C10H21ClIrNO2P2 at a distorted geometry, with ωB97M-V/def2-TZVPD.

LUMO (alpha / beta) = -8.65 / -13.07 eV
spin multiplicity = 5
orbital gap (alpha / beta) = 6.44 / 3.88 eV
HOMO level (alpha / beta) = -0.5546 / -0.6230 Eh
charge = +2

Structure (XYZ):
```
38
Properties=species:S:1:pos:R:3:forces:R:3
C -3.269 1.988 -1.417 -2.3 -0.3 -0.5
C -1.800 1.754 -1.761 -1.0 -1.1 2.0
H -3.777 1.127 -1.939 -0.3 1.6 -0.1
H -3.571 3.135 -1.596 0.6 -2.8 -0.1
H -3.590 1.745 -0.338 1.5 0.5 -1.2
O -1.388 0.683 -2.212 -0.3 1.4 0.2
Cl -0.892 2.906 -1.012 1.6 0.8 0.0
Ir 1.015 -1.387 0.701 -1.0 3.5 -1.5
P 1.733 0.077 -1.447 2.2 1.0 -1.9
C 2.314 -1.315 -2.507 -0.4 -0.4 0.5
C 1.526 1.262 -2.921 -1.6 0.9 -0.3
H 2.406 1.362 -3.591 -0.1 -0.7 0.8
H 3.987 1.110 -1.744 -0.5 -0.2 0.2
H 1.288 2.302 -2.629 0.2 -0.5 0.2
H 3.011 1.909 -0.460 0.2 -0.5 -0.2
H 1.405 -1.756 -2.956 0.6 0.0 0.0
H 0.679 0.973 -3.564 0.4 -0.2 0.1
C 3.287 0.935 -0.909 -0.1 -0.2 1.0
H 3.011 -0.971 -3.292 -0.4 -0.1 0.5
H 3.768 0.322 -0.133 0.0 0.4 -0.3
H 2.794 -2.041 -1.837 0.0 0.0 -0.4
P -0.882 -0.677 1.863 -3.0 0.5 3.8
C -1.510 -2.287 2.529 0.6 0.0 -0.6
C -0.418 0.186 3.440 1.3 0.1 0.0
H -2.561 1.270 1.807 0.8 -0.3 0.1
H -3.322 -0.083 2.535 1.2 -0.5 0.0
H -3.112 -0.033 0.851 0.3 -0.4 -0.2
C -2.549 0.166 1.770 -1.4 1.0 -1.4
H -0.258 1.265 3.270 -0.1 -0.4 -0.1
H -1.115 0.071 4.294 0.1 -0.2 -0.8
H -2.224 -2.211 3.366 0.4 0.2 -0.4
H -0.605 -2.810 2.857 -0.3 -0.3 0.1
H 0.565 -0.220 3.731 -0.4 0.2 0.2
H -1.955 -2.839 1.687 0.0 0.0 0.4
C 0.376 -2.886 -0.160 -1.9 -7.5 -3.3
O 0.019 -3.895 -0.649 1.3 4.3 1.9
N 3.268 -0.449 2.539 -1.3 0.0 -0.9
C 2.347 -0.689 1.836 3.1 0.3 2.2
```
Forces are in eV/Å.

Atom charges from the Mulliken analysis, given in e for atoms 1 to 2: number 1, C, carries -1.0080; number 2, C, carries 0.8691


No. 2
Computed, not measured: a molecular structure, C10H21CrINO2P2Se at a distorted geometry, with ωB97M-V/def2-TZVPD.

energy above the lowest of the compared OMol25 structures with the same formula, charge and spin = 0.0 kcal/mol
LUMO (alpha / beta) = -9.07 / -8.79 eV
spin multiplicity = 4
orbital gap (alpha / beta) = 4.89 / 5.12 eV
HOMO level (alpha / beta) = -0.5133 / -0.5109 Eh
charge = +2

Structure (XYZ):
```
39
Properties=species:S:1:pos:R:3:forces:R:3
C -0.001 -0.064 -6.359 0.0 -1.5 0.1
C 0.007 0.719 -5.135 0.0 6.1 0.4
H 0.003 0.619 -7.225 0.0 0.0 0.5
H -0.900 -0.702 -6.349 0.3 0.1 -0.1
H 0.889 -0.716 -6.353 -0.3 0.1 -0.1
O 0.016 1.842 -4.784 0.0 -5.2 -0.5
I -0.013 -1.117 -2.867 0.0 -0.5 -2.0
Cr 0.002 0.264 -0.815 0.0 -1.1 3.4
P 2.416 -0.063 -0.373 1.1 -0.3 0.1
C 3.346 1.123 0.656 -0.4 0.4 0.0
C 2.789 -1.679 0.394 -0.5 -0.2 0.0
H 3.865 -1.897 0.390 -0.2 0.3 -0.1
H 4.404 -0.240 -1.791 0.0 0.0 0.1
H 2.272 -2.475 -0.150 0.1 0.1 0.0
H 2.931 -0.884 -2.562 0.1 -0.1 0.0
H 3.147 0.972 1.721 0.0 -0.1 -0.2
H 2.425 -1.708 1.425 0.1 0.1 -0.1
C 3.331 -0.101 -1.921 0.0 0.2 -0.4
H 4.427 1.063 0.474 -0.3 -0.2 0.0
H 3.148 0.843 -2.433 0.2 0.1 -0.1
H 3.002 2.129 0.405 0.2 0.0 0.0
P -2.417 -0.019 -0.370 -1.1 -0.3 0.1
C -3.324 1.187 0.657 0.5 0.4 0.0
C -3.334 -0.042 -1.918 0.0 0.2 -0.4
H -2.319 -2.433 -0.143 -0.1 0.1 0.0
H -3.900 -1.824 0.398 0.2 0.3 -0.1
H -2.455 -1.660 1.431 -0.1 0.1 -0.1
C -2.820 -1.626 0.400 0.5 -0.2 0.0
H -2.948 -0.833 -2.557 -0.1 -0.1 0.0
H -4.408 -0.163 -1.787 0.0 0.0 0.1
H -4.406 1.147 0.476 0.3 -0.2 0.0
H -2.960 2.186 0.405 -0.2 0.1 0.0
H -3.134 0.897 -2.432 -0.2 0.1 -0.1
H -3.128 1.033 1.723 0.0 -0.1 -0.2
C 0.022 2.208 -0.536 0.0 5.1 4.0
O 0.031 3.161 0.136 0.0 -4.1 -3.6
Se -0.006 -0.731 3.955 0.0 0.1 -0.5
C -0.003 -0.339 2.273 0.0 0.1 0.3
N 0.000 -0.079 1.107 0.0 0.2 -1.0
```
Forces are in eV/Å.

Atom charges from the Mulliken analysis, given in e for atoms 1 to 2: number 1, C, carries -0.8750; number 2, C, carries 0.5553


No. 3
Computed, not measured: 2 unconnected molecules or ions with the total composition C10H21FN2O3 at a distorted geometry, with ωB97M-V/def2-TZVPD.

LUMO = 0.64 eV
spin multiplicity = 1
orbital gap = 9.59 eV
HOMO level = -0.3290 Eh

Structure (XYZ):
```
37
Properties=species:S:1:pos:R:3:forces:R:3
H 6.086 0.814 0.155 0.1 0.0 0.2
N 6.090 1.530 -0.571 1.9 0.3 1.0
C 5.055 1.468 -1.247 -1.1 -0.6 -0.3
C 3.983 0.442 -0.987 -0.4 0.8 -0.4
C 2.561 0.937 -1.188 -0.8 -1.8 -0.1
C 1.604 -0.259 -1.438 0.2 0.8 0.6
C 1.828 -1.405 -0.478 0.3 0.3 -0.5
F 0.630 -2.018 -0.212 -0.5 -0.5 -0.1
O 2.098 1.587 0.005 1.0 -0.2 -0.7
C 1.294 2.634 -0.204 0.8 -2.1 -3.0
O 0.955 3.309 0.651 -1.7 3.3 4.2
H 4.973 2.185 -2.054 -0.4 0.1 -0.4
H 4.124 -0.436 -1.609 0.2 -0.1 -0.4
H 4.068 0.107 0.035 0.1 -0.1 0.4
H 2.457 1.564 -2.063 0.2 0.6 -0.1
H 1.634 -0.558 -2.476 0.0 -0.2 -0.3
H 0.616 0.122 -1.211 -0.4 0.0 -0.2
H 2.225 -1.055 0.461 0.2 0.1 0.4
H 2.471 -2.149 -0.920 0.4 -0.4 0.1
H 0.941 2.812 -1.225 0.3 -0.4 -0.6
C -4.945 -1.166 -0.122 0.1 -0.2 -0.1
O -3.597 -1.076 -0.544 -0.1 0.1 0.0
C -2.844 -0.042 0.061 0.2 0.1 0.0
C -2.311 -0.359 1.468 -0.2 -0.3 0.1
C -3.375 -0.288 2.560 0.0 0.2 0.1
N -1.653 -1.667 1.523 0.1 0.2 -0.3
H -5.372 -0.181 0.083 0.0 0.0 0.1
H -5.038 -1.803 0.761 -0.1 0.1 0.1
H -5.513 -1.632 -0.927 0.0 0.0 0.0
H -1.983 0.108 -0.597 0.0 -0.1 0.0
H -3.415 0.897 0.054 -0.1 0.0 0.1
H -1.560 0.403 1.698 0.0 0.0 -0.1
H -4.011 -1.172 2.574 0.0 0.0 -0.1
H -2.900 -0.225 3.539 0.0 0.0 0.0
H -4.011 0.592 2.439 0.0 0.0 0.0
H -0.866 -1.670 0.876 -0.2 0.0 0.4
H -2.298 -2.350 1.132 0.0 0.0 0.1
```
Forces are in eV/Å.

Atom charges from the Mulliken analysis, given in e for atoms 1 to 2: number 1, H, carries 0.2712; number 2, N, carries -0.6915


No. 4
Computed, not measured: 2 unconnected molecules or ions with the total composition C10H21FNO3, with ωB97M-V/def2-TZVPD.

LUMO = -2.99 eV
spin multiplicity = 1
orbital gap = 10.33 eV
HOMO level = -0.4894 Eh
charge = +1

Structure (XYZ):
```
36
Properties=species:S:1:pos:R:3:forces:R:3
F -1.888 -3.655 1.999 -0.1 -0.1 0.3
C -1.670 -3.392 0.672 0.1 0.1 -0.2
C -2.315 -2.041 0.390 0.1 0.0 0.0
N -1.694 -1.326 -0.777 0.0 0.0 -0.1
C -0.403 -0.591 -0.413 0.0 0.0 0.0
C 0.736 -1.030 -1.306 0.2 0.1 -0.1
O 0.776 -2.442 -1.353 -0.1 -0.1 0.1
C -0.273 -2.988 -2.119 0.0 0.0 -0.1
C -1.570 -2.170 -2.030 -0.2 0.0 0.0
H -2.118 -4.200 0.092 0.0 0.0 -0.1
H -0.592 -3.357 0.495 0.0 0.0 0.0
H -3.385 -2.117 0.194 0.0 -0.1 0.0
H -2.166 -1.415 1.269 -0.1 0.0 -0.1
H -2.363 -0.607 -1.042 0.0 0.0 0.1
H -0.587 0.480 -0.488 0.1 0.0 0.0
H -0.181 -0.833 0.625 0.0 -0.1 -0.1
H 0.677 -0.583 -2.304 0.0 -0.1 0.0
H 1.669 -0.688 -0.864 0.0 0.0 -0.1
H -0.420 -4.010 -1.772 0.0 0.0 0.0
H 0.000 -3.032 -3.180 0.0 0.0 0.0
H -2.441 -2.825 -2.063 0.0 0.1 0.0
H -1.653 -1.469 -2.859 0.1 0.0 0.0
O 1.853 1.758 -1.153 -0.2 -0.1 0.1
C 1.901 2.274 -0.066 -0.1 0.2 0.0
O 0.809 2.169 0.729 0.2 -0.1 0.0
C 0.772 2.715 2.066 0.0 0.0 0.0
C 0.446 4.191 2.068 0.0 0.0 0.0
C 3.101 3.054 0.396 0.0 0.0 0.0
H 1.704 2.499 2.586 0.0 0.0 0.0
H -0.014 2.146 2.559 0.0 0.0 0.0
H 1.222 4.775 1.574 0.0 0.0 0.0
H 0.361 4.546 3.096 0.0 0.0 0.0
H -0.500 4.374 1.560 0.0 0.0 0.0
H 2.995 4.074 0.024 0.0 0.0 0.0
H 3.978 2.620 -0.075 0.0 0.0 0.0
H 3.238 3.095 1.471 0.0 0.0 0.0
```
Forces are in eV/Å.

Atom charges from the Mulliken analysis, given in e for atoms 1 to 2: number 1, F, carries -0.3135; number 2, C, carries -0.1436


| no. | total energy (Eh) |
| --- | --- |
| 1 | -1845.23855 |
| 2 | -5024.58320 |
| 3 | -828.65915 |
| 4 | -773.70690 |